{"formula": "C29H48ClF6MoOP", "method": "wB97M-V/def2-TZVPD", "symbols": ["Mo", "P", "Cl", "C", "H", "H", "C", "C", "C", "H", "C", "H", "H", "C", "H", "H", "C", "H", "H", "C", "H", "H", "H", "H", "C", "C", "H", "C", "H", "H", "C", "H", "H", "C", "H", "H", "C", "H", "H", "H", "H", "C", "H", "C", "H", "H", "C", "H", "H", "C", "H", "H", "C", "H", "H", "H", "H", "C", "C", "H", "C", "H", "C", "H", "H", "C", "H", "H", "C", "H", "H", "H", "H", "C", "C", "O", "C", "F", "F", "F", "C", "F", "F", "F", "H", "H", "H"], "xyz": [[-0.4442, -0.7091, -0.5885], [1.2298, 0.7310, -1.5994], [-0.7051, -2.8178, -1.4633], [0.6295, -1.6734, 1.8448], [0.9000, -2.4781, 1.1405], [0.2811, -2.1709, 2.7631], [0.4756, 0.8438, -3.3163], [2.9709, 0.0649, -1.7714], [0.5602, -0.5031, -4.0481], [-0.5923, 1.0652, -3.1350], [-0.3550, -0.4737, -5.2807], [1.6006, -0.6879, -4.3605], [0.2771, -1.3489, -3.4011], [-0.0220, 0.6910, -6.2218], [-0.2753, -1.4250, -5.8213], [-1.3973, -0.3833, -4.9456], [0.1328, 2.0384, -5.5001], [0.9117, 0.4614, -6.7536], [-0.8043, 0.7794, -6.9845], [1.0040, 1.9619, -4.2403], [0.5543, 2.7831, -6.1868], [-0.8638, 2.4001, -5.2094], [2.0459, 1.7541, -4.5212], [1.0024, 2.9365, -3.7347], [1.3401, 2.4713, -0.9036], [3.7534, 0.6031, -2.9804], [3.4490, 0.4185, -0.8358], [5.2236, 0.1793, -2.9047], [3.3144, 0.1991, -3.9042], [3.7000, 1.6958, -3.0538], [5.3738, -1.3420, -2.8057], [5.7593, 0.5569, -3.7841], [5.6773, 0.6469, -2.0183], [4.5108, -1.9235, -1.6826], [5.0765, -1.7982, -3.7613], [6.4252, -1.6022, -2.6426], [3.0439, -1.4681, -1.7702], [4.5631, -3.0187, -1.6902], [4.9112, -1.5900, -0.7146], [2.5835, -1.8661, -2.6891], [2.4748, -1.9044, -0.9350], [0.0520, 3.2651, -1.1618], [1.4339, 2.2886, 0.1854], [0.1232, 4.6942, -0.6016], [-0.1398, 3.3162, -2.2443], [-0.8191, 2.7363, -0.7450], [1.3699, 5.4578, -1.0649], [-0.7783, 5.2408, -0.9011], [0.1252, 4.6461, 0.4971], [2.6566, 4.6664, -0.8079], [1.2864, 5.6752, -2.1398], [1.4252, 6.4240, -0.5522], [2.5947, 3.2382, -1.3649], [3.5132, 5.1861, -1.2530], [2.8377, 4.6102, 0.2750], [2.6046, 3.2946, -2.4656], [3.5064, 2.7013, -1.0647], [-1.8810, 0.5077, -0.6730], [-0.5002, -0.7486, 1.3638], [-1.9742, 1.1577, -1.5607], [-0.6334, 0.6488, 2.0065], [-1.4183, -1.3230, 1.5827], [-2.0703, 0.8551, 2.5280], [0.0734, 0.7183, 2.8401], [-0.3363, 1.4432, 1.3012], [-3.0639, 1.3741, 1.5012], [-2.4347, -0.0958, 2.9491], [-2.0364, 1.5567, 3.3736], [-3.1363, 0.5949, 0.1652], [-4.0663, 1.3339, 1.9554], [-2.8615, 2.4389, 1.3048], [-3.5575, -0.4114, 0.3204], [-3.8855, 1.1229, -0.4503], [2.5014, -1.1299, 4.4856], [2.7999, -1.1788, 3.0065], [1.7442, -0.8067, 2.1284], [3.8594, -0.0779, 2.6697], [3.2417, 1.1365, 2.7094], [4.9223, -0.0234, 3.5142], [4.3423, -0.2206, 1.4041], [3.3726, -2.6036, 2.7107], [4.5242, -2.8331, 3.4053], [2.4751, -3.5640, 3.0951], [3.6347, -2.8147, 1.3984], [2.1914, -0.1153, 4.7653], [3.4130, -1.3962, 5.0338], [1.7127, -1.8505, 4.7247]], "lowdin_charge": [0.814, 1.017, -0.082, -0.197, 0.096, 0.124, -0.415, -0.412, -0.229, 0.090, -0.190, 0.101, 0.030, -0.200, 0.113, 0.117, -0.193, 0.112, 0.107, -0.206, 0.110, 0.115, 0.101, 0.084, -0.404, -0.215, 0.104, -0.191, 0.099, 0.085, -0.200, 0.111, 0.117, -0.196, 0.115, 0.108, -0.211, 0.115, 0.099, 0.107, 0.082, -0.212, 0.108, -0.190, 0.100, 0.078, -0.203, 0.111, 0.115, -0.194, 0.114, 0.107, -0.211, 0.111, 0.116, 0.095, 0.108, -0.300, -0.451, 0.019, -0.197, 0.104, -0.213, 0.103, 0.084, -0.210, 0.113, 0.108, -0.259, 0.109, 0.110, 0.107, 0.099, 0.027, -0.323, -0.094, -0.488, 0.137, 0.148, 0.132, -0.490, 0.143, 0.132, 0.149, 0.110, 0.105, 0.101], "homo_ev": [-6.31, -5.95], "orbital_gap_ev": [6.980, 4.818], "lumo_ev": [0.672, -1.137], "total_charge": 0, "s_squared": 2.03, "spin_multiplicity": 3}

{"formula": "C34H27FN3O4PSTi", "method": "wB97M-V/def2-TZVPD", "symbols": ["Ti", "O", "C", "O", "C", "C", "C", "C", "C", "N", "C", "O", "O", "H", "H", "H", "H", "H", "N", "C", "C", "C", "C", "C", "C", "P", "C", "C", "C", "C", "C", "C", "C", "C", "C", "C", "C", "C", "H", "H", "H", "H", "H", "H", "H", "H", "H", "H", "H", "H", "H", "H", "H", "H", "S", "C", "C", "C", "C", "C", "C", "C", "C", "C", "N", "H", "H", "H", "H", "H", "H", "F"], "xyz": [[-0.6276, 0.5950, -0.0838], [1.2548, 3.0640, 3.0636], [0.5958, 2.1850, 2.3159], [0.5275, 2.2919, 1.1040], [-0.0409, 1.0544, 2.9949], [-0.0438, 0.8584, 4.3443], [-0.7054, -0.2842, 4.8624], [-1.3257, -1.1381, 3.9862], [-1.2894, -0.8766, 2.6080], [-0.6229, 0.2206, 2.0996], [-1.8230, -1.6791, 1.5542], [-2.5263, -2.8038, 1.7664], [-1.6181, -1.3499, 0.3749], [1.6519, 3.7002, 2.4490], [0.4530, 1.5723, 4.9864], [-0.7238, -0.4774, 5.9256], [-1.8385, -2.0133, 4.3687], [-2.6561, -2.9398, 2.7116], [0.9699, -2.7865, -0.2452], [2.3375, -2.9600, -0.1043], [2.8761, -4.2360, 0.0789], [4.2359, -4.4003, 0.2709], [5.0878, -3.3034, 0.2868], [4.5538, -2.0371, 0.1101], [3.1902, -1.8421, -0.0893], [2.4500, -0.1745, -0.3037], [3.0400, 0.2785, -1.9851], [3.6163, -0.6494, -2.8464], [3.9813, -0.2841, -4.1386], [3.7831, 1.0144, -4.5765], [3.2072, 1.9498, -3.7230], [2.8265, 1.5833, -2.4433], [3.5397, 0.7933, 0.8135], [3.3372, 0.6154, 2.1807], [4.1351, 1.2655, 3.1096], [5.1451, 2.1151, 2.6799], [5.3587, 2.2965, 1.3197], [4.5659, 1.6344, 0.3897], [0.4104, -3.5902, -0.4721], [0.7148, -1.9447, -0.7301], [2.2171, -5.0969, 0.0708], [4.6351, -5.3974, 0.4100], [6.1511, -3.4337, 0.4385], [5.2114, -1.1749, 0.1309], [3.7905, -1.6627, -2.5077], [4.4272, -1.0173, -4.7989], [4.0719, 1.2986, -5.5809], [3.0397, 2.9640, -4.0634], [2.3392, 2.3007, -1.7966], [2.5548, -0.0565, 2.5211], [3.9636, 1.1165, 4.1685], [5.7665, 2.6291, 3.4025], [6.1526, 2.9493, 0.9785], [4.7505, 1.7740, -0.6671], [-4.7112, 2.0976, -1.5510], [-4.4811, 2.8501, -0.0337], [-3.3166, 2.4636, 0.5589], [-2.5465, 1.5468, -0.2285], [-3.2005, 1.2703, -1.3962], [-2.6380, 0.3614, -2.3979], [-3.2073, 0.1055, -3.6411], [-2.5574, -0.7304, -4.5256], [-1.3415, -1.2889, -4.1579], [-0.8452, -0.9899, -2.9045], [-1.4759, -0.2074, -2.0317], [-5.2290, 3.5341, 0.3392], [-3.0097, 2.8400, 1.5262], [-4.1453, 0.5786, -3.9005], [-2.9838, -0.9344, -5.4996], [-0.7844, -1.9300, -4.8261], [0.1189, -1.3844, -2.6062], [0.2119, 1.5645, -1.3875]], "lowdin_charge": [1.007, 0.146, -0.467, 0.033, -0.224, 0.000, -0.060, -0.006, -0.187, 0.052, -0.463, 0.134, -0.045, 0.146, 0.118, 0.103, 0.112, 0.099, 0.108, -0.324, -0.040, -0.091, -0.096, -0.092, -0.321, 1.125, -0.357, -0.083, -0.086, -0.090, -0.073, -0.118, -0.360, -0.113, -0.080, -0.088, -0.077, -0.078, 0.103, -0.004, 0.108, 0.102, 0.098, 0.110, 0.098, 0.101, 0.100, 0.105, 0.100, 0.110, 0.107, 0.101, 0.103, 0.100, 1.010, -0.434, -0.201, -0.222, -0.524, -0.261, -0.018, -0.057, -0.054, -0.105, 0.015, 0.059, 0.091, 0.100, 0.109, 0.104, 0.101, -0.420], "homo_ev": [-5.98, -7.73], "de_lowest_kcal_mol": 7.9, "orbital_gap_ev": [5.846, 7.619], "lumo_ev": [-0.138, -0.115], "total_charge": 0, "s_squared": 2.01, "spin_multiplicity": 3}

{"formula": "C3H14O5", "method": "wB97M-V/def2-TZVPD", "symbols": ["O", "C", "C", "C", "O", "H", "H", "H", "H", "H", "H", "H", "H", "O", "H", "H", "O", "H", "H", "O", "H", "H"], "xyz": [[-0.7460, 2.2366, -0.7108], [-0.0278, 2.4166, 0.5215], [0.6884, 1.1075, 1.1938], [-0.1614, -0.0655, 1.3107], [0.3399, -0.9791, 2.3236], [-1.0531, 1.3446, -0.7948], [0.7971, 3.1147, 0.3005], [-0.7643, 2.7594, 1.1628], [1.6607, 0.9315, 0.5111], [1.2070, 1.4604, 2.2432], [-1.1680, 0.2798, 1.7985], [-0.1362, -0.6983, 0.4574], [1.1391, -1.5027, 2.0160], [-1.5863, -0.0288, -2.4916], [-1.1462, -0.6770, -3.0705], [-1.3131, 0.9239, -2.8486], [-1.3947, -3.0175, 0.3075], [-1.4179, -2.5369, 1.1202], [-2.1234, -2.5091, -0.1593], [2.9424, -0.9974, -1.6564], [2.9335, -0.1776, -1.5555], [1.9469, -1.1746, -1.5152]], "lowdin_charge": [-0.086, -0.212, -0.180, -0.316, -0.119, 0.019, 0.114, 0.077, 0.133, 0.168, 0.171, 0.086, 0.121, -0.115, 0.041, 0.113, -0.070, -0.007, 0.072, 0.020, -0.124, 0.094], "homo_ev": -10.56, "de_lowest_kcal_mol": 74.1, "orbital_gap_ev": 10.786, "lumo_ev": 0.222, "total_charge": 0, "smiles": "OCCCO.O.O.O"}

no.,electronic energy (a.u.)
1,-2677.90712
2,-3466.09750
3,-498.79068